Model i:
{
  "formula": "C45H36CoF3N9O3S2Sb",
  "method": "ωB97M-V/def2-TZVPD",
  "species": ["Co", "N", "C", "N", "C", "N", "N", "C", "N", "C", "C", "C", "C", "C", "N", "H", "H", "H", "H", "H", "H", "H", "H", "N", "C", "C", "C", "C", "C", "C", "S", "N", "C", "C", "C", "C", "C", "C", "N", "H", "H", "H", "H", "H", "H", "H", "H", "H", "C", "C", "C", "C", "C", "C", "C", "S", "O", "O", "O", "H", "H", "H", "H", "H", "H", "H", "F", "C", "C", "C", "C", "C", "C", "Sb", "C", "C", "C", "C", "F", "C", "C", "C", "C", "C", "C", "F", "C", "C", "H", "H", "H", "H", "H", "H", "H", "H", "H", "H", "H", "H"],
  "positions_angstrom": [[0.76, 0.84, -0.50], [-2.36, 2.71, -0.67], [-1.28, 3.26, -1.22], [-1.47, 4.30, -2.02], [-0.38, 4.82, -2.59], [-0.55, 5.84, -3.44], [0.88, 4.39, -2.37], [0.95, 3.33, -1.63], [-0.07, 2.70, -0.98], [3.22, 2.59, -2.15], [3.52, 3.38, -3.25], [4.63, 3.01, -4.00], [5.40, 1.93, -3.61], [5.01, 1.23, -2.48], [3.93, 1.54, -1.76], [-3.24, 3.15, -0.82], [-2.26, 1.98, 0.01], [-1.48, 6.17, -3.61], [0.24, 6.24, -3.91], [2.89, 4.20, -3.51], [4.89, 3.58, -4.88], [6.26, 1.62, -4.17], [5.56, 0.36, -2.13], [3.58, -1.91, 0.36], [3.56, -2.99, -0.53], [4.69, -3.76, -0.74], [4.67, -4.81, -1.64], [3.51, -5.11, -2.34], [2.36, -4.36, -2.11], [2.40, -3.30, -1.22], [0.93, -2.41, -0.85], [1.46, -1.00, -0.11], [2.65, -0.93, 0.43], [2.95, 0.29, 1.16], [4.03, 0.46, 2.01], [4.22, 1.68, 2.63], [3.32, 2.70, 2.40], [2.25, 2.44, 1.56], [2.07, 1.28, 0.94], [4.47, -1.70, 0.78], [5.60, -3.54, -0.19], [5.56, -5.40, -1.80], [3.50, -5.92, -3.05], [1.44, -4.58, -2.64], [4.71, -0.36, 2.21], [5.07, 1.83, 3.29], [3.44, 3.67, 2.85], [1.52, 3.21, 1.35], [-5.54, -0.17, -3.36], [-4.04, -0.06, -3.28], [-3.29, -1.08, -2.71], [-1.92, -0.95, -2.53], [-1.29, 0.21, -2.95], [-2.01, 1.23, -3.55], [-3.39, 1.09, -3.71], [0.49, 0.43, -2.68], [1.15, -0.80, -3.10], [0.82, 1.61, -3.48], [2.13, 2.76, -1.31], [-5.86, -1.21, -3.44], [-5.93, 0.39, -4.21], [-5.98, 0.25, -2.46], [-3.78, -2.01, -2.43], [-1.35, -1.75, -2.08], [-1.49, 2.10, -3.91], [-3.95, 1.89, -4.18], [-1.53, -2.80, 8.16], [-1.34, -2.20, 6.98], [-2.36, -1.42, 6.45], [-2.17, -0.82, 5.22], [-0.98, -1.01, 4.52], [0.04, -1.76, 5.09], [-0.14, -2.37, 6.32], [-0.69, -0.29, 2.49], [-1.22, -2.23, 1.71], [-0.42, -3.32, 2.07], [-0.60, -4.56, 1.48], [-1.59, -4.70, 0.53], [-1.74, -5.89, -0.08], [-2.43, -3.66, 0.19], [-2.22, -2.42, 0.77], [-2.60, 0.71, 2.39], [-3.83, 0.05, 2.43], [-5.01, 0.77, 2.44], [-4.95, 2.15, 2.42], [-6.09, 2.85, 2.42], [-3.75, 2.84, 2.41], [-2.57, 2.10, 2.40], [-3.28, -1.29, 7.01], [-2.96, -0.21, 4.80], [0.99, -1.87, 4.58], [0.63, -2.98, 6.77], [0.36, -3.20, 2.82], [0.02, -5.41, 1.74], [-3.22, -3.83, -0.53], [-2.86, -1.59, 0.48], [-3.87, -1.03, 2.48], [-5.98, 0.28, 2.47], [-3.74, 3.92, 2.43], [-1.62, 2.62, 2.40]],
  "mol_weight_g_mol": 1052.664,
  "orbital_gap_ev": [6.31, 6.42],
  "charge": 1,
  "lumo_ev": [-3.53, -3.42],
  "spin_multiplicity": 2,
  "e_homo_ev": [-9.84, -9.85]
}


Model ii:
{
  "formula": "C45H36CoF3N9O3S2Sb",
  "method": "ωB97M-V/def2-TZVPD",
  "species": ["Co", "N", "C", "N", "C", "N", "N", "C", "N", "C", "C", "C", "C", "C", "N", "H", "H", "H", "H", "H", "H", "H", "H", "N", "C", "C", "C", "C", "C", "C", "S", "N", "C", "C", "C", "C", "C", "C", "N", "H", "H", "H", "H", "H", "H", "H", "H", "H", "C", "C", "C", "C", "C", "C", "C", "S", "O", "O", "O", "H", "H", "H", "H", "H", "H", "H", "F", "C", "C", "C", "C", "C", "C", "Sb", "C", "C", "C", "C", "F", "C", "C", "C", "C", "C", "C", "F", "C", "C", "H", "H", "H", "H", "H", "H", "H", "H", "H", "H", "H", "H"],
  "positions_angstrom": [[1.29, 0.79, 0.50], [-0.52, 0.23, 3.07], [0.77, 0.50, 3.39], [1.09, 0.56, 4.66], [2.38, 0.71, 4.95], [2.74, 0.81, 6.22], [3.33, 0.75, 4.00], [2.92, 0.77, 2.75], [1.63, 0.76, 2.37], [3.95, 0.75, 1.71], [5.26, 0.44, 2.05], [6.21, 0.33, 1.05], [5.81, 0.54, -0.26], [4.47, 0.84, -0.51], [3.56, 0.93, 0.45], [-1.05, -0.09, 3.87], [-0.60, -0.35, 2.25], [2.05, 0.68, 6.93], [3.72, 0.81, 6.45], [5.50, 0.28, 3.09], [7.23, 0.07, 1.28], [6.51, 0.47, -1.07], [4.13, 0.99, -1.52], [0.92, 2.22, -3.23], [0.98, 1.26, -4.20], [1.05, 1.64, -5.55], [1.10, 0.69, -6.54], [1.09, -0.66, -6.21], [1.04, -1.05, -4.88], [0.99, -0.11, -3.87], [0.94, -0.63, -2.18], [1.13, 0.78, -1.33], [1.06, 2.02, -1.88], [1.17, 3.08, -0.97], [1.16, 4.46, -1.32], [1.36, 5.40, -0.36], [1.56, 4.99, 0.97], [1.53, 3.64, 1.26], [1.34, 2.69, 0.34], [0.91, 3.18, -3.54], [1.06, 2.70, -5.79], [1.17, 0.99, -7.57], [1.13, -1.41, -6.99], [1.05, -2.10, -4.62], [0.99, 4.75, -2.34], [1.37, 6.45, -0.61], [1.72, 5.71, 1.75], [1.67, 3.31, 2.28], [0.29, -7.67, -0.43], [0.56, -6.24, -0.06], [0.46, -5.80, 1.25], [0.77, -4.49, 1.59], [1.18, -3.62, 0.60], [1.27, -4.03, -0.72], [0.95, -5.33, -1.05], [1.69, -1.97, 1.06], [1.73, -1.91, 2.51], [2.91, -1.64, 0.37], [0.59, -1.06, 0.53], [0.01, -8.25, 0.44], [1.17, -8.11, -0.88], [-0.52, -7.73, -1.16], [0.16, -6.49, 2.03], [0.73, -4.15, 2.61], [1.62, -3.33, -1.46], [1.03, -5.66, -2.07], [-4.63, 0.27, -5.47], [-4.07, 0.36, -4.25], [-3.28, -0.68, -3.80], [-2.69, -0.57, -2.56], [-2.88, 0.56, -1.77], [-3.67, 1.59, -2.25], [-4.29, 1.49, -3.49], [-1.79, 0.73, 0.11], [-2.92, 2.35, 1.02], [-2.17, 3.34, 1.64], [-2.79, 4.43, 2.23], [-4.17, 4.49, 2.20], [-4.78, 5.53, 2.80], [-4.94, 3.52, 1.59], [-4.30, 2.44, 1.00], [-2.73, -0.94, 1.12], [-3.64, -0.75, 2.16], [-4.18, -1.83, 2.83], [-3.79, -3.10, 2.47], [-4.29, -4.16, 3.14], [-2.89, -3.33, 1.44], [-2.36, -2.23, 0.78], [-3.13, -1.56, -4.42], [-2.06, -1.38, -2.20], [-3.82, 2.48, -1.66], [-4.92, 2.29, -3.86], [-1.09, 3.26, 1.66], [-2.22, 5.21, 2.71], [-6.02, 3.60, 1.60], [-4.89, 1.67, 0.52], [-3.93, 0.26, 2.45], [-4.88, -1.69, 3.64], [-2.61, -4.34, 1.18], [-1.61, -2.40, 0.01]],
  "mol_weight_g_mol": 1052.664,
  "orbital_gap_ev": [6.11, 6.09],
  "charge": 1,
  "lumo_ev": [-3.94, -3.93],
  "spin_multiplicity": 2,
  "e_homo_ev": [-10.05, -10.03]
}


Stability check: which of them is most stable? model ii.


Model i:
{
  "formula": "C3H3N2O2",
  "method": "ωB97M-V/def2-TZVPD",
  "species": ["C", "C", "C", "N", "N", "O", "O", "H", "H", "H"],
  "positions_angstrom": [[0.89, -0.40, -0.16], [-1.72, 1.16, 0.02], [0.30, -1.61, -0.30], [-0.68, 1.36, 0.57], [1.86, 0.34, -0.22], [-2.68, 0.90, -0.54], [2.66, 1.16, -0.05], [0.45, -2.29, -1.25], [-0.48, -1.93, 0.38], [-0.59, 1.31, 1.55]],
  "mol_weight_g_mol": 99.069,
  "orbital_gap_ev": 6.87,
  "charge": 1,
  "lumo_ev": -8.37,
  "e_homo_ev": -15.23
}


Model ii:
{
  "formula": "C3H3N2O2",
  "method": "ωB97M-V/def2-TZVPD",
  "species": ["C", "C", "C", "N", "N", "O", "O", "H", "H", "H"],
  "positions_angstrom": [[0.64, 0.82, -0.52], [0.03, -1.21, -1.54], [-0.24, 0.72, 0.59], [0.66, -0.18, -1.36], [-0.30, -0.67, 1.06], [-0.52, -2.16, -1.79], [-0.52, -0.76, 2.20], [1.61, 1.35, -0.34], [-0.12, 1.42, 1.43], [-1.25, 0.67, 0.27]],
  "mol_weight_g_mol": 99.069,
  "orbital_gap_ev": [7.58, 7.58],
  "charge": 1,
  "lumo_ev": [-7.54, -7.54],
  "e_homo_ev": [-15.12, -15.12]
}


Stability check: which of them is most stable? model ii.


Model i:
{
  "formula": "C2H13NO4",
  "method": "ωB97M-V/def2-TZVPD",
  "species": ["C", "C", "N", "H", "H", "H", "H", "H", "H", "H", "O", "H", "H", "O", "H", "H", "O", "H", "H", "O"],
  "positions_angstrom": [[-0.41, -0.41, -0.98], [1.10, 0.99, -2.02], [0.88, -0.24, -1.64], [-0.39, -1.38, -0.50], [-1.37, -0.29, -1.59], [-0.46, 0.45, -0.16], [2.15, 1.47, -2.05], [0.21, 1.68, -2.01], [-2.16, -0.22, 2.09], [-1.03, 0.73, 2.39], [-1.96, 0.77, 2.14], [0.50, -1.56, 2.88], [-0.10, -2.04, 1.42], [-0.27, -1.63, 2.28], [-0.92, 3.63, -0.08], [-1.39, 2.26, 0.65], [-1.49, 2.86, -0.10], [2.07, -1.62, -1.08], [2.82, -3.05, -1.09], [2.23, -2.41, -0.55]],
  "mol_weight_g_mol": 115.129,
  "orbital_gap_ev": 10.60,
  "lumo_ev": 0.49,
  "e_homo_ev": -10.11
}


Model ii:
{
  "formula": "C2H13NO4",
  "method": "ωB97M-V/def2-TZVPD",
  "species": ["C", "C", "N", "H", "H", "H", "H", "H", "H", "H", "O", "H", "H", "O", "H", "H", "O", "H", "H", "O"],
  "positions_angstrom": [[-0.57, -0.52, 1.78], [0.23, -0.03, 2.75], [1.03, 1.18, 2.77], [-0.25, -0.66, 0.73], [-1.53, -0.90, 1.99], [0.35, -0.52, 3.77], [1.09, 1.68, 3.64], [0.92, 1.74, 1.94], [2.49, 1.12, -0.64], [2.24, -0.03, 0.54], [1.87, 0.45, -0.19], [-1.21, 1.90, -0.99], [-0.86, 1.98, 0.56], [-0.72, 2.40, -0.29], [-3.20, -3.43, -3.99], [-1.86, -3.06, -3.30], [-2.75, -2.79, -3.31], [0.96, -0.63, -1.95], [0.91, 0.55, -2.86], [0.86, -0.41, -2.94]],
  "mol_weight_g_mol": 115.129,
  "orbital_gap_ev": 8.60,
  "lumo_ev": 0.52,
  "e_homo_ev": -8.09
}


Stability check: which of them is most stable? model i.


Model i:
{
  "formula": "C3H4O",
  "method": "ωB97M-V/def2-TZVPD",
  "species": ["C", "C", "C", "O", "H", "H", "H", "H"],
  "positions_angstrom": [[-0.31, 0.10, 0.11], [-1.31, -0.65, 0.08], [0.99, 0.66, -0.11], [1.44, -0.58, -0.53], [-1.13, -1.62, -0.14], [-2.34, -0.37, 0.52], [1.34, 1.46, -0.85], [1.34, 1.01, 0.92]],
  "mol_weight_g_mol": 56.064,
  "orbital_gap_ev": [9.18, 9.17],
  "lumo_ev": [-0.23, -0.23],
  "e_homo_ev": [-9.40, -9.40]
}


Model ii:
{
  "formula": "C3H4O",
  "method": "ωB97M-V/def2-TZVPD",
  "species": ["C", "C", "C", "O", "H", "H", "H", "H"],
  "positions_angstrom": [[0.90, 0.46, -0.42], [0.89, -0.85, -0.12], [0.04, 0.11, 0.65], [-1.84, -0.12, -0.25], [1.28, 1.24, -0.97], [1.07, -1.90, -0.18], [-0.25, 0.28, 1.62], [-2.09, 0.77, -0.34]],
  "mol_weight_g_mol": 56.064,
  "orbital_gap_ev": 9.58,
  "lumo_ev": 0.74,
  "e_homo_ev": -8.84
}


Model iii:
{
  "formula": "C3H4O",
  "method": "ωB97M-V/def2-TZVPD",
  "species": ["C", "C", "C", "H", "H", "H", "H", "O"],
  "positions_angstrom": [[-0.75, 0.53, -0.04], [0.65, 0.08, 0.05], [1.84, -0.30, -0.07], [-1.18, -1.22, 0.55], [-1.00, 1.15, 0.78], [-0.82, 1.22, -0.89], [2.80, -0.76, -0.24], [-1.53, -0.69, -0.15]],
  "mol_weight_g_mol": 56.064,
  "orbital_gap_ev": 11.05,
  "lumo_ev": 0.91,
  "e_homo_ev": -10.14
}


Model iv:
{
  "formula": "C3H4O",
  "method": "ωB97M-V/def2-TZVPD",
  "species": ["C", "C", "C", "O", "H", "H", "H", "H"],
  "positions_angstrom": [[0.60, 0.07, -0.49], [-0.30, -0.10, 0.71], [-0.71, 0.12, -1.21], [-1.44, 0.36, -0.10], [1.11, 1.07, -0.45], [1.22, -0.83, -0.93], [-0.09, 0.40, 1.58], [-0.39, -1.10, 0.88]],
  "mol_weight_g_mol": 56.064,
  "orbital_gap_ev": 9.25,
  "lumo_ev": 0.70,
  "e_homo_ev": -8.55
}


Stability check: which of them is most stable? model iii.